(i)
An isolated molecule of C20H31N3O2. Source: the OMol25 dataset; level of theory: ωB97M-V/def2-TZVPD.

XYZ file:
```
56
C20H31N3O2, DFT ωB97M-V/def2-TZVPD
C 6.96085 4.38705 4.94265
C 6.27756 3.17591 4.31985
C 4.83102 3.47540 3.93407
C 4.13843 2.26494 3.31295
C 2.69028 2.56545 2.93344
C 1.99772 1.34979 2.32355
C 0.53781 1.65341 1.96585
C -0.12780 0.45291 1.36372
C 0.18514 0.13437 -0.06083
N -0.87582 -0.21144 2.14714
N -1.56042 -1.33068 1.71635
C -2.37634 -1.41927 0.64432
O -2.56000 -0.51185 -0.15235
C -3.02175 -2.77833 0.46255
C -2.33952 -3.47073 -0.72920
O -1.84015 -4.57200 -0.64208
N -2.38345 -2.73454 -1.85064
C -1.68134 -3.12190 -3.05474
C -2.07534 -2.19622 -4.20787
C -1.68153 -0.77962 -3.89006
C -0.35756 -0.37667 -4.01871
C 0.02620 0.90485 -3.66905
C -0.90983 1.80104 -3.17939
C -2.23130 1.41146 -3.05106
C -2.61357 0.12921 -3.40537
H 6.43525 4.70053 5.84208
H 7.98859 4.15261 5.20994
H 6.96951 5.22120 4.24430
H 6.29638 2.34456 5.02829
H 6.83073 2.86435 3.43077
H 4.81237 4.30618 3.22456
H 4.27933 3.78920 4.82338
H 4.15976 1.43411 4.02203
H 4.68894 1.95168 2.42251
H 2.66816 3.39233 2.21949
H 2.14302 2.88319 3.82354
H 2.54143 1.03522 1.43022
H 2.02005 0.52225 3.03510
H 0.50135 2.47874 1.25227
H 0.00126 1.94056 2.87003
H 0.31564 -0.94083 -0.18975
H -0.65057 0.43349 -0.69591
H 1.08044 0.65395 -0.38934
H -1.63713 -2.02319 2.44938
H -2.92707 -3.41723 1.33854
H -4.07528 -2.63816 0.21736
H -2.63502 -1.75417 -1.76344
H -1.93764 -4.16149 -3.27767
H -0.59649 -3.07130 -2.89165
H -1.56872 -2.53528 -5.11295
H -3.15267 -2.26165 -4.36778
H 0.37629 -1.07386 -4.39821
H 1.05856 1.20516 -3.77628
H -0.60924 2.80038 -2.90068
H -2.96616 2.10303 -2.66778
H -3.64951 -0.16357 -3.30868
```

Its LUMO energy is 0.79 eV. Its net charge is 0. Its SMILES is CCCCCCC/C(C)=N/NC(=O)CC(=O)NCCc1ccccc1.


(ii)
A structure of composition C20H31N3O2. Source: the OMol25 dataset; level of theory: ωB97M-V/def2-TZVPD.

XYZ file:
```
56
C20H31N3O2, DFT ωB97M-V/def2-TZVPD
C -7.92723 -2.63260 1.00885
C -7.60522 -1.36581 0.11742
C -7.09377 -0.12878 0.97981
C -7.06987 1.08590 0.25126
C -5.96297 0.96402 -0.89474
C -4.67689 1.03086 -0.01407
O -4.53992 1.28207 1.26354
N -3.64930 0.78174 -1.04933
C -2.29892 0.70971 -0.79610
C -1.38444 0.30097 -1.78024
C -0.11285 0.46687 -1.60288
C 0.44376 0.61226 -0.48570
C -0.26934 0.65607 0.57661
C -1.63785 1.01518 0.57377
H -2.29068 1.16429 1.25063
H 0.05626 0.97363 1.79457
N 1.94713 0.25688 -0.14904
C 2.72874 -0.18236 -1.14520
H 3.05245 0.69396 -2.10822
C 4.07501 -0.50686 -0.50818
N 4.73327 0.58058 -0.13484
C 5.96406 0.70082 0.49633
O 6.55687 1.69313 0.94437
C 6.82024 -0.59572 0.20570
C 8.30493 -0.36477 0.32957
C 9.21297 -1.75171 0.23594
H 9.20787 -2.10374 -0.83270
H 8.71345 -2.50075 0.65055
H 10.05761 -1.71166 0.75273
H 8.29977 -0.42719 1.72301
H 8.78947 0.46097 0.09268
H 6.88067 -0.81457 -1.17815
H 6.41314 -1.47130 0.49282
C 3.90132 1.57344 0.28502
C 2.55098 1.12325 0.82936
H 2.00767 2.24813 1.14524
H 2.78108 0.58142 1.54940
H 4.44062 2.30168 1.33958
H 3.74734 2.39167 -0.54782
H 3.80856 -1.19710 0.23134
H 4.79992 -1.06905 -1.25640
H 2.14594 -0.94229 -1.41038
H 0.44575 -0.01732 -2.45580
H -1.90878 0.01303 -2.71536
H -4.00466 0.61773 -1.95060
H -5.88640 2.00212 -1.33652
H -5.99309 0.19509 -1.39378
H -7.93467 1.20384 -0.18728
H -6.90183 1.99052 0.91154
H -6.41478 -0.41993 1.48131
H -7.92483 -0.04340 1.78917
H -7.01626 -1.51825 -0.72733
H -8.51197 -0.99589 -0.44724
H -8.26543 -3.51978 0.38057
H -6.93195 -3.01843 1.50869
H -8.67296 -2.37254 1.91653
```

Its LUMO energy is 0.47 eV. Its net charge is 0.


Stability ranking, top entry: (i); the second entry is 16.467 eV less favorable.


(i)
A cluster of 2 separate species, C5H6N2O3 in total. Source: the OMol25 dataset; level of theory: ωB97M-V/def2-TZVPD.

XYZ file:
```
16
C5H6N2O3, DFT ωB97M-V/def2-TZVPD
O 4.74924 0.16838 0.66694
C 3.66325 -0.00621 1.15375
C 3.24148 -1.13811 2.10922
C 1.79626 -1.23405 1.78511
N 0.64336 -1.83856 2.11950
N -0.38634 -1.36924 1.40108
C 0.09450 -0.39629 0.61921
C 1.48290 -0.33238 0.80548
O 2.56062 0.55830 0.57745
H 3.81490 -2.04734 1.88438
H 3.47055 -0.83271 3.13958
H 0.47572 -2.52244 2.84574
H -0.55445 0.12942 -0.07508
O 2.68786 -0.63150 -2.31120
H 3.62720 -0.36608 -2.16366
H 2.33907 0.01593 -2.93126
```

Its LUMO energy is 0.61 eV. Its net charge is 0. Its SMILES is O=C1Cc2[nH]ncc2O1.O.


(ii)
A structure of composition C5H6N2O3. Source: the OMol25 dataset; level of theory: ωB97M-V/def2-TZVPD.

XYZ file:
```
16
C5H6N2O3, DFT ωB97M-V/def2-TZVPD
O 1.55781 -0.60636 -0.96542
C 0.36039 -0.81742 -0.30210
C 0.00396 0.02621 0.86090
C -0.04808 1.37717 0.87169
N -0.37316 2.14151 1.98559
C -0.74706 -1.05720 -1.22338
O -0.99323 -0.65910 -2.31852
C 0.31387 2.16482 -0.29425
N 0.58226 2.85711 -1.18167
H 1.50733 -1.15255 -1.77087
H 0.42167 -2.27021 -0.05547
H -0.33901 -0.50522 1.75258
H 0.16108 2.99069 2.12300
H -0.49697 1.61866 2.84406
O -0.55703 -2.81776 -1.02529
H -1.35383 -3.29034 -1.30085
```

Its LUMO energy is -0.69 eV. Its net charge is 0.


Stability ranking, top entry: (i); the second entry is 3.916 eV less favorable.